87
Properties=species:S:1:pos:R:3:forces:R:3 method="wB97M-V/def2-TZVPD" charge=0 gap_ev=7.09 homo_energy_ev=-9.026
C 1.90794 -1.28560 7.45258 -2.3 0.8 -6.6
C 1.37505 -1.16411 6.24267 3.3 0.4 5.9
C 0.94653 -0.75436 4.74839 0.3 -0.8 1.2
C -0.12184 0.46701 4.66524 1.0 0.8 -0.2
C -0.26941 0.83053 3.07582 -0.1 0.3 0.5
N -0.09251 -0.34246 2.15941 -1.0 0.6 -0.3
O -1.38536 0.21122 5.32980 1.0 -1.3 -1.8
C -2.12014 -0.89087 4.74076 -2.0 -0.6 0.1
C -3.49110 -1.07509 5.62796 0.3 0.7 -1.5
C -4.18251 0.38061 5.77294 -0.4 0.2 0.8
O -4.33801 1.01845 4.45159 -1.2 -0.6 0.7
C 0.45514 1.84587 5.35476 -0.4 0.7 -0.5
Cl 0.18353 1.85231 7.20986 0.5 -0.5 -1.4
C -0.37065 3.17137 4.82242 -0.7 -1.1 0.5
C -0.46602 4.35663 5.91756 -0.3 0.8 -1.5
H 2.50325 -1.33562 8.44374 -1.6 0.0 -2.3
H 1.88949 -0.42767 4.15266 -1.6 -0.6 1.2
H 0.55201 -1.73549 4.25375 0.7 2.0 0.8
H 0.58469 1.58125 2.80231 -1.6 -1.3 0.6
H -1.30248 1.33407 2.92949 1.7 -0.6 0.4
H -0.58578 -0.07540 1.27673 0.7 -0.6 0.9
H -0.56892 -1.19616 2.49132 0.2 0.8 -0.2
H -2.49885 -0.68482 3.65741 0.9 0.0 1.8
H -1.55951 -1.89502 4.70525 -0.5 1.6 0.3
H -3.27999 -1.60437 6.63095 -0.5 1.0 -1.6
H -4.20106 -1.69545 4.93603 1.2 0.8 1.5
H -3.56495 1.13358 6.40509 -0.8 -1.6 -1.0
H -5.22376 0.29260 6.29319 1.8 0.0 -0.9
H -5.30286 1.11340 4.23278 1.5 -0.3 0.5
H 1.59534 1.98023 5.16093 -2.0 -0.5 0.5
H 0.02045 3.49721 3.79186 -0.4 -0.3 1.7
H -1.45840 2.77863 4.64968 1.9 0.8 0.3
H -1.37387 4.14592 6.58867 1.8 0.4 -0.8
H 0.51029 4.56443 6.48881 -1.6 -0.6 -0.8
H -0.69604 5.33402 5.31739 0.3 -1.7 1.1
O -1.05773 -2.38856 -1.02278 3.1 0.2 -3.3
P -1.73951 -2.73178 -2.35550 -8.4 -0.9 5.0
O -2.95466 -1.62095 -2.19518 0.5 0.4 -0.4
C -2.66166 -0.27122 -2.52302 0.1 0.3 -0.1
C -2.43311 -0.08723 -4.01370 0.0 -0.1 -0.1
O -2.56432 -4.05421 -1.76606 1.1 -0.3 -0.9
C -2.07893 -4.72325 -0.60238 0.1 0.0 0.4
C -2.65957 -4.12192 0.66968 -0.2 0.0 0.2
O -2.46439 -3.10753 -3.86955 3.7 0.7 0.0
C -1.55126 -3.62782 -4.83558 0.2 -0.4 -0.6
C -0.88897 -4.91237 -4.37843 -0.1 -0.2 0.0
H -1.78100 0.06796 -1.95927 -0.1 0.0 0.0
H -3.51433 0.33360 -2.20905 0.0 -0.2 0.1
H -1.52522 -0.60755 -4.33467 0.0 0.1 -0.1
H -2.32206 0.96904 -4.26443 0.0 0.0 0.0
H -3.26472 -0.50477 -4.58802 0.1 0.1 0.1
H -0.98510 -4.71514 -0.58621 -0.2 0.1 0.1
H -2.37604 -5.77347 -0.67185 -0.1 0.1 -0.2
H -2.67981 -3.02922 0.65177 0.2 -0.1 -0.1
H -2.08591 -4.44224 1.54455 -0.1 0.0 -0.1
H -3.69591 -4.44310 0.80305 0.1 0.0 0.0
H -0.79419 -2.86708 -5.05286 0.0 0.0 -0.2
H -2.11316 -3.80525 -5.75563 -0.1 0.1 0.1
H -0.26935 -4.74989 -3.49078 0.1 0.0 0.0
H -0.24500 -5.31703 -5.16382 0.0 0.1 0.1
H -1.64153 -5.66116 -4.11259 0.1 0.1 -0.1
O 4.94702 0.91090 -3.95698 -1.0 1.4 4.2
P 3.62997 1.70024 -3.92858 -0.7 -1.8 -9.4
O 2.70526 0.52492 -4.63597 -0.1 0.0 0.7
C 2.25003 -0.53908 -3.81456 -0.1 -0.1 0.3
C 1.21869 -0.07133 -2.80170 -0.1 0.1 0.0
O 3.95765 2.59551 -5.29532 0.1 0.7 1.2
C 5.31100 2.76557 -5.71610 0.3 -0.2 -0.1
C 5.74620 1.65239 -6.65831 0.0 -0.1 -0.3
O 2.18098 2.62215 -3.82380 2.0 -0.5 3.0
C 2.16981 3.56343 -2.75093 -0.2 0.6 0.3
C 3.28646 4.58289 -2.85874 0.0 0.2 -0.2
H 3.10202 -1.00575 -3.30075 -0.1 0.0 -0.1
H 1.80179 -1.28877 -4.46982 0.1 0.1 -0.1
H 1.67063 0.60882 -2.07313 -0.1 -0.1 0.1
H 0.79582 -0.91660 -2.25570 0.1 0.0 0.1
H 0.41004 0.47532 -3.29546 0.1 -0.1 0.0
H 5.97374 2.83819 -4.84876 -0.1 -0.2 -0.1
H 5.38159 3.72510 -6.23620 -0.3 0.0 0.1
H 5.40862 0.66510 -6.33332 0.1 0.2 0.2
H 6.83587 1.63072 -6.75250 -0.1 0.0 0.0
H 5.31926 1.80773 -7.65260 0.1 0.1 0.0
H 2.24201 3.02044 -1.80278 -0.1 0.1 0.1
H 1.20114 4.06866 -2.76807 0.0 -0.2 -0.1
H 4.27024 4.10910 -2.78336 0.0 0.0 0.1
H 3.21252 5.32456 -2.05885 0.0 -0.1 0.0
H 3.24941 5.09507 -3.82517 0.0 -0.1 0.2